# 1
# CH4Br2Si

A cluster of 2 separate species, CH4Br2Si in total (the ωB97M-V functional and the def2-TZVPD basis, OMol25).

Last column: Mulliken charge in e.
Element x y z (Å)
C: -0.84914 0.29759 1.98041  -0.550
Si: 0.71939 -0.77438 -2.30583  0.338
Br: 0.25448 1.83733 1.50496  -0.125
Br: 2.70944 -0.20203 -3.72806  -0.301
H: -1.85539 0.56784 2.09763  0.276
H: -0.88876 -0.35252 1.16155  0.185
H: -0.30329 -0.04085 2.90272  0.217
H: 0.21328 -1.33300 -3.61337  -0.039

Computed properties:
Energy (eV): -149063.0997
Frontier orbital gap (eV): 7.91
HOMO level (eV): -9.5


# 2
# C26H26N8O4RuS

A structure of composition C26H26N8O4RuS (the ωB97M-V functional and the def2-TZVPD basis, OMol25).

Last column: Mulliken charge in e.
Element x y z (Å)
Ru: 1.18311 0.14300 -0.27304  -0.529
C: -1.54382 1.13487 2.82857  -1.755
C: -0.57210 1.11336 1.71152  1.074
N: 0.02185 0.03187 1.30657  1.350
N: -0.24564 -1.23061 1.79870  -1.152
C: 0.44221 -2.11528 1.11384  0.530
O: 1.26600 -1.84563 0.14010  -0.516
C: 0.24383 -3.54640 1.41790  0.469
C: 0.55192 -4.47837 0.42938  -0.270
C: 0.34750 -5.83019 0.66226  -0.814
C: -0.16346 -6.25683 1.88126  -0.403
C: -0.47290 -5.32633 2.86204  -0.757
C: -0.27968 -3.97383 2.63651  -0.315
C: -0.19521 2.33304 0.96266  0.609
C: -0.69737 3.57778 1.27576  -0.852
C: -0.29373 4.67869 0.52115  -0.532
C: 0.59704 4.48936 -0.51324  -1.000
C: 1.06611 3.20610 -0.78430  -0.185
N: 0.67413 2.15468 -0.07324  0.539
H: -1.72489 0.12887 3.19262  0.373
H: -2.48239 1.58076 2.49381  0.426
H: -1.15527 1.75295 3.64142  0.416
H: 0.92541 -4.13794 -0.52758  0.402
H: 0.58877 -6.53815 -0.11878  0.432
H: -0.32429 -7.30910 2.07126  0.426
H: -0.86929 -5.64839 3.81511  0.413
H: -0.54113 -3.25730 3.40289  0.461
H: -1.38924 3.69434 2.09714  0.518
H: -0.67630 5.66358 0.75028  0.452
H: 0.94091 5.31467 -1.11973  0.471
H: 1.76643 3.00862 -1.58497  0.722
O: 2.43499 1.77578 -3.15088  -0.536
C: 1.65000 0.87387 -3.25727  0.369
N: 1.43478 -0.09639 -2.24955  0.347
S: 0.09060 -0.98941 -2.52331  1.316
O: 0.26818 -2.39652 -2.53764  -0.564
O: -0.74040 -0.43075 -1.41304  -0.493
C: -0.22535 -0.36326 -4.11461  0.785
C: -1.19068 -0.76052 -5.01847  -0.764
C: -1.18108 -0.12219 -6.25343  -0.625
C: -0.23498 0.85612 -6.55420  -0.524
C: 0.73408 1.23190 -5.63245  -0.701
C: 0.72861 0.60787 -4.39772  -0.155
H: -1.91341 -1.52958 -4.78534  0.504
H: -1.91811 -0.39653 -6.99570  0.437
H: -0.25615 1.32758 -7.52710  0.432
H: 1.47687 1.98425 -5.85904  0.529
C: 5.66702 -3.06059 -0.98335  -1.243
C: 6.15113 -2.66279 0.40572  0.822
C: 5.27667 -3.26626 1.50128  -1.278
C: 6.29339 -1.14637 0.55963  -1.030
N: 4.98192 -0.46343 0.59724  0.488
C: 4.20599 -0.16043 1.65046  -0.128
N: 3.12196 0.40993 1.17664  -0.092
N: 3.25008 0.40044 -0.14367  0.702
N: 4.35019 -0.14204 -0.52101  -0.947
H: 5.59207 -4.14474 -1.05572  0.415
H: 6.35171 -2.72041 -1.76034  0.389
H: 4.67854 -2.64901 -1.20072  0.104
H: 7.17271 -3.03129 0.53850  0.315
H: 4.22627 -2.98849 1.36841  0.094
H: 5.59732 -2.96283 2.50038  0.352
H: 5.32448 -4.35295 1.46207  0.444
H: 6.84290 -0.70018 -0.26696  0.369
H: 6.79344 -0.88609 1.49208  0.440
H: 4.45412 -0.34638 2.68084  0.429

Computed properties:
Energy (eV): -60894.7554
Frontier orbital gap (spin up / spin down) (eV): 4.96 / 4.72
HOMO level (spin up / spin down) (eV): -13.8 / -13.7
Charge: +2